Entry from OMol25: C8H13N3O2S2 in the gas phase in a non-equilibrium geometry (ωB97M-V with the def2-TZVPD basis set).

XYZ file:
```
28
Properties=species:S:1:pos:R:3:forces:R:3:nbo_charge:R:1
C 3.940145 1.157681 -1.180772 -0.026 -0.049 0.110 -0.595
C 3.856544 0.932641 0.331118 0.171 0.182 -0.016 -0.513
C 4.090689 -0.515589 0.645812 -0.001 0.360 0.106 0.706
O 5.143493 -0.979952 1.008599 0.233 -0.044 0.031 -0.576
N 3.022455 -1.388219 0.475376 0.370 -0.799 0.154 -0.638
C 1.724354 -1.155642 0.148639 -1.188 -0.476 -0.169 0.248
N 1.184742 -0.031073 -0.164140 1.757 0.261 0.329 -0.327
N -0.111852 -0.100692 -0.434456 -1.559 -0.119 -0.338 -0.307
C -0.605758 -1.286078 -0.339104 0.441 -0.314 0.111 -0.143
S -2.245706 -1.713127 -0.643646 -0.583 -0.149 -0.219 0.307
C -2.936384 -0.062659 -0.993730 0.191 -0.216 0.434 -0.549
C -3.069208 0.777730 0.276734 0.219 0.152 -0.121 -0.081
O -3.756059 0.146744 1.322257 -0.037 -0.032 0.146 -0.530
C -5.138127 -0.017899 1.113142 0.059 0.003 0.019 -0.252
S 0.571794 -2.511603 0.128912 0.090 0.982 -0.122 0.319
H 3.856347 2.218908 -1.397074 -0.017 0.074 -0.069 0.217
H 4.890577 0.796413 -1.566436 0.091 0.006 -0.058 0.210
H 3.129753 0.640011 -1.685946 -0.051 0.002 -0.104 0.217
H 2.875542 1.241420 0.688908 0.106 0.034 0.026 0.250
H 4.637155 1.507286 0.831056 -0.035 -0.145 0.055 0.231
H 3.257677 -2.352835 0.682156 0.109 0.264 -0.016 0.419
H -3.903457 -0.257827 -1.455072 0.032 -0.020 -0.075 0.228
H -2.274899 0.430527 -1.702564 -0.088 0.060 -0.056 0.251
H -3.556437 1.728483 0.006279 0.035 -0.055 0.047 0.168
H -2.071454 0.990544 0.667790 -0.168 0.057 -0.138 0.215
H -5.610006 0.930738 0.829838 -0.023 -0.020 -0.003 0.165
H -5.549214 -0.357490 2.061626 -0.095 -0.004 -0.064 0.199
H -5.352695 -0.768440 0.344694 -0.035 0.004 -0.001 0.160
```
Positions in Å, forces in eV/Å.

2S+1   1
Total charge   0
SMILES   CCC(=O)Nc1nnc(SCCOC)s1
M   247.35 g mol⁻¹
HOMO level   -8.5 eV
ΔE to the lowest compared entry with this formula, charge and spin   0.0 kcal/mol

=====

Entry from OMol25: 2 unconnected molecules or ions with the total composition C8H13N3O4 in a non-equilibrium geometry (ωB97M-V with the def2-TZVPD basis set).

XYZ file:
```
28
Properties=species:S:1:pos:R:3:forces:R:3:nbo_charge:R:1
C 2.358667 1.350943 0.787168 0.015 0.144 0.204 -0.726
C 1.161039 0.699036 1.407475 -0.155 -1.221 0.751 0.705
O 1.283372 -0.277503 2.126093 -0.282 0.460 -0.795 -0.557
N -0.176150 1.167854 1.146189 1.015 0.455 -0.326 -0.417
C -0.315879 2.562694 0.775435 -0.174 0.485 -0.511 0.737
C -1.204542 3.359790 1.675343 -0.169 -0.260 -0.229 -0.727
O 0.213946 3.039808 -0.194815 0.070 -0.348 0.245 -0.527
N -0.962728 0.331245 0.317760 -0.055 -0.497 0.252 -0.320
C -0.315679 -0.203562 -0.875239 0.103 -0.031 -0.220 -0.453
C -1.596419 -0.635539 1.149414 -1.764 0.282 1.321 0.902
O -2.522440 -0.354838 1.882026 1.637 -0.340 -1.018 -0.531
O -1.101241 -1.910136 1.036895 -0.149 0.394 -0.420 -0.733
H 2.297254 1.333724 -0.290619 -0.241 0.126 -0.324 0.247
H 2.464838 2.382250 1.094978 -0.036 0.319 0.000 0.245
H 3.239276 0.805504 1.083647 0.189 -0.206 0.263 0.240
H -2.149597 3.454815 1.151267 -0.306 0.037 -0.085 0.259
H -1.397489 2.856419 2.607815 0.042 -0.064 0.310 0.242
H -0.811451 4.356727 1.801055 0.165 0.250 0.083 0.242
H 0.257663 0.564079 -1.370455 0.137 0.405 0.054 0.219
H -1.067703 -0.518139 -1.580926 -0.398 -0.078 -0.067 0.243
H 0.307786 -1.071094 -0.681444 0.277 -0.047 0.220 0.192
H -0.606665 -2.076681 1.843828 0.090 -0.196 0.332 0.515
C 0.515702 -3.804599 -2.751771 -0.023 0.010 -0.009 -0.720
C -0.691019 -3.010478 -2.944283 0.253 -0.222 0.040 0.296
N -1.639217 -2.386580 -3.089241 -0.291 0.188 -0.090 -0.339
H 1.092944 -3.401837 -1.922119 0.014 -0.007 0.019 0.254
H 0.245125 -4.834307 -2.530095 0.012 -0.025 0.009 0.257
H 1.120608 -3.779596 -3.655380 0.024 -0.012 -0.007 0.254
```
Positions in Å, forces in eV/Å.

2S+1   1
Total charge   0
SMILES   CC(=O)N(C(C)=O)N(C)C(=O)O.CC#N
M   215.21 g mol⁻¹
HOMO level   -9.8 eV
ΔE to the lowest compared entry with this formula, charge and spin   48.4 kcal/mol

=====

Please write out number 2 again, unchanged.
Entry from OMol25: 2 unconnected molecules or ions with the total composition C8H13N3O4 in a non-equilibrium geometry (ωB97M-V with the def2-TZVPD basis set).

XYZ file:
```
28
Properties=species:S:1:pos:R:3:forces:R:3:nbo_charge:R:1
C 2.358667 1.350943 0.787168 0.015 0.144 0.204 -0.726
C 1.161039 0.699036 1.407475 -0.155 -1.221 0.751 0.705
O 1.283372 -0.277503 2.126093 -0.282 0.460 -0.795 -0.557
N -0.176150 1.167854 1.146189 1.015 0.455 -0.326 -0.417
C -0.315879 2.562694 0.775435 -0.174 0.485 -0.511 0.737
C -1.204542 3.359790 1.675343 -0.169 -0.260 -0.229 -0.727
O 0.213946 3.039808 -0.194815 0.070 -0.348 0.245 -0.527
N -0.962728 0.331245 0.317760 -0.055 -0.497 0.252 -0.320
C -0.315679 -0.203562 -0.875239 0.103 -0.031 -0.220 -0.453
C -1.596419 -0.635539 1.149414 -1.764 0.282 1.321 0.902
O -2.522440 -0.354838 1.882026 1.637 -0.340 -1.018 -0.531
O -1.101241 -1.910136 1.036895 -0.149 0.394 -0.420 -0.733
H 2.297254 1.333724 -0.290619 -0.241 0.126 -0.324 0.247
H 2.464838 2.382250 1.094978 -0.036 0.319 0.000 0.245
H 3.239276 0.805504 1.083647 0.189 -0.206 0.263 0.240
H -2.149597 3.454815 1.151267 -0.306 0.037 -0.085 0.259
H -1.397489 2.856419 2.607815 0.042 -0.064 0.310 0.242
H -0.811451 4.356727 1.801055 0.165 0.250 0.083 0.242
H 0.257663 0.564079 -1.370455 0.137 0.405 0.054 0.219
H -1.067703 -0.518139 -1.580926 -0.398 -0.078 -0.067 0.243
H 0.307786 -1.071094 -0.681444 0.277 -0.047 0.220 0.192
H -0.606665 -2.076681 1.843828 0.090 -0.196 0.332 0.515
C 0.515702 -3.804599 -2.751771 -0.023 0.010 -0.009 -0.720
C -0.691019 -3.010478 -2.944283 0.253 -0.222 0.040 0.296
N -1.639217 -2.386580 -3.089241 -0.291 0.188 -0.090 -0.339
H 1.092944 -3.401837 -1.922119 0.014 -0.007 0.019 0.254
H 0.245125 -4.834307 -2.530095 0.012 -0.025 0.009 0.257
H 1.120608 -3.779596 -3.655380 0.024 -0.012 -0.007 0.254
```
Positions in Å, forces in eV/Å.

2S+1   1
Total charge   0
SMILES   CC(=O)N(C(C)=O)N(C)C(=O)O.CC#N
M   215.21 g mol⁻¹
HOMO level   -9.8 eV
ΔE to the lowest compared entry with this formula, charge and spin   48.4 kcal/mol